# 1
C4H11NO2 | ωB97M-V with the def2-TZVPD basis set

Geometry as XYZ:
```
18
Properties=species:S:1:pos:R:3:nbo_charge:R:1
C 0.1162 1.8041 0.9051 -0.74
C -0.6462 0.5336 1.1304 0.80
N -2.2305 1.5380 -0.3804 -0.53
O -1.8372 0.3981 0.3908 -0.41
O -0.4074 -0.3057 1.9455 -0.55
H -3.0852 1.8843 0.0531 0.35
H -2.4827 1.1666 -1.2951 0.35
H 1.0815 1.7274 1.3965 0.24
H 0.2435 1.9719 -0.1614 0.25
H -0.4502 2.6424 1.3051 0.25
C 1.0250 -1.1314 -1.1648 -0.61
C 1.4014 -2.2107 -0.1585 -0.61
H 2.4808 -2.3564 -0.1337 0.20
H 1.6028 -0.2254 -0.9885 0.19
H 1.2595 -1.4513 -2.1795 0.20
H -0.0617 -0.9001 -1.0833 0.20
H 1.0643 -1.9300 0.8370 0.22
H 0.9261 -3.1554 -0.4182 0.20
```

## Properties
- ΔE to the lowest compared entry with this formula, charge and spin (eV) = 2.184
- E (Ha) = -364.1879
- SMILES string = CC(=O)ON.CC

# 2
C22H34BrN7Sn | ωB97M-V with the def2-TZVPD basis set

Geometry as XYZ:
```
65
Properties=species:S:1:pos:R:3:nbo_charge:R:1
Sn 0.2457 -0.3120 1.7992 1.52
C -3.9781 2.3753 1.2184 -0.42
N -2.8014 1.9468 0.4285 -0.35
C -3.1034 0.9664 -0.6240 -0.42
C -1.5754 2.3669 0.6691 0.65
N -0.4991 1.4822 0.2963 -0.59
C 0.3750 1.8922 -0.5742 0.31
C 0.2634 3.0931 -1.3716 -0.25
C 1.2900 3.4819 -2.1467 -0.07
C 2.5490 2.7412 -2.1833 -0.04
C 2.6873 1.5503 -1.5734 -0.30
C 1.5891 1.0038 -0.8214 0.32
N 1.5593 -0.1768 -0.2865 -0.59
C 2.5395 -1.1513 -0.6676 0.66
N 3.2993 -1.6676 0.2819 -0.36
C 3.7048 -0.9087 1.4750 -0.43
C 3.8790 -3.0264 0.2103 -0.42
N 2.5757 -1.5078 -1.9383 -0.34
C 1.4361 -1.3724 -2.8590 -0.42
C 3.7738 -2.0990 -2.5736 -0.42
N -1.2685 3.5062 1.2654 -0.34
C -0.0111 3.7419 1.9957 -0.42
C -2.1874 4.6668 1.2971 -0.42
H -4.6604 1.5287 1.2519 0.25
H -4.4963 3.2137 0.7594 0.25
H -3.6755 2.6232 2.2313 0.23
H -3.9196 1.3571 -1.2309 0.27
H -3.4274 0.0277 -0.1744 0.22
H -2.2462 0.8083 -1.2716 0.21
H -0.6597 3.6552 -1.3471 0.25
H 1.2058 4.3687 -2.7643 0.28
H 3.3789 3.1746 -2.7301 0.28
H 3.6193 1.0022 -1.6213 0.26
H 3.4238 0.1379 1.3941 0.21
H 4.7906 -0.9534 1.5606 0.27
H 3.2891 -1.3602 2.3763 0.23
H 3.3066 -3.6413 -0.4765 0.23
H 3.8116 -3.4540 1.2092 0.25
H 4.9266 -3.0023 -0.0829 0.25
H 0.5297 -1.1071 -2.3233 0.20
H 1.2858 -2.3314 -3.3532 0.26
H 1.6587 -0.6231 -3.6191 0.24
H 4.6580 -1.8893 -1.9820 0.23
H 3.8803 -1.6189 -3.5455 0.25
H 3.6578 -3.1706 -2.7250 0.25
H 0.5528 2.8229 2.1247 0.20
H -0.2607 4.1342 2.9806 0.26
H 0.5909 4.4823 1.4686 0.24
H -2.8432 4.6459 0.4320 0.23
H -1.5651 5.5585 1.2423 0.26
H -2.7646 4.7018 2.2187 0.25
C -3.3417 -3.9916 -0.8232 -0.65
C -2.6785 -3.5198 0.4364 0.00
C -2.9295 -4.1174 1.6775 -0.05
C -2.3101 -3.6635 2.8335 -0.23
C -1.4382 -2.6048 2.7272 0.14
Br -0.5278 -1.9434 4.2595 0.22
N -1.1742 -2.0044 1.5481 -0.72
C -1.7882 -2.4625 0.4290 0.04
H -3.8492 -4.9401 -0.6628 0.27
H -2.6154 -4.1310 -1.6238 0.25
H -4.0879 -3.2700 -1.1599 0.25
H -3.6159 -4.9542 1.7406 0.28
H -2.4962 -4.1276 3.7931 0.29
H -1.5372 -1.9543 -0.4951 0.21
```

## Properties
- E (Ha) = -4028.8249
- total charge = +4

# 3
C4H12N2O | ωB97M-V with the def2-TZVPD basis set

Geometry as XYZ:
```
19
Properties=species:S:1:pos:R:3:nbo_charge:R:1
C -0.0389 -0.8617 0.9248 0.12
C -0.1938 0.5556 -0.5642 -0.10
C -0.3533 -0.6502 -1.2623 -0.09
C 1.0362 1.3904 -0.6708 -0.67
N -1.3391 -0.7517 1.5316 -0.86
N 1.1131 -0.4225 1.6484 -0.88
O -0.7008 0.4498 -2.7625 -0.95
H -1.6547 0.5935 -2.8183 0.44
H 0.1035 -1.9079 0.6468 0.19
H -1.1045 1.0695 -0.2737 0.21
H 0.9988 0.3023 2.3448 0.37
H -1.4713 -1.4251 2.2813 0.36
H -1.5032 0.1754 1.9051 0.36
H 1.7087 -1.1362 2.0547 0.37
H -1.2956 -1.1788 -1.2020 0.22
H 0.5320 -1.1585 -1.6209 0.21
H 1.2580 1.6974 -1.6927 0.25
H 0.9275 2.3199 -0.1051 0.21
H 1.9773 0.9389 -0.3647 0.23
```

## Properties
- ΔE to the lowest compared entry with this formula, charge and spin (eV) = 4.980
- E (Ha) = -344.2020

# 4
C7H6N2O2P2 | ωB97M-V with the def2-TZVPD basis set

Geometry as XYZ:
```
19
Properties=species:S:1:pos:R:3:nbo_charge:R:1
C -2.7441 1.4821 -0.3009 -0.19
C -1.6801 1.6426 0.6378 -0.20
C -2.6717 0.2658 -0.9384 -0.20
C -0.7134 0.7086 0.8674 -0.24
C -1.6244 -0.6504 -0.6557 -0.24
C -0.5808 -0.5088 0.2171 0.26
C 3.1232 -2.1054 -0.2138 0.18
N 2.9580 -0.4441 1.1200 -1.24
N 2.0223 0.7805 -0.6793 -1.35
O 3.9719 -1.9473 -1.0573 -0.50
O 0.5179 -1.3760 0.3273 -0.73
P 2.5122 1.1902 0.8253 1.29
P 1.8561 -0.7795 -0.2893 1.88
H -3.4461 2.3035 -0.5391 0.23
H -1.5892 2.5899 1.1433 0.22
H -3.4387 0.0528 -1.6215 0.22
H 0.1008 0.8119 1.5699 0.20
H -1.6989 -1.5127 -1.1706 0.21
H 3.1250 -2.5037 0.7578 0.22
```

## Properties
- ΔE to the lowest compared entry with this formula, charge and spin (eV) = 4.156
- E (Ha) = -1212.8877
- SMILES string = O=CP12(Oc3ccccc3)N=P1=N2

# 5
C28H29Cl69FNSi | ωB97M-V with the def2-TZVPD basis set

Geometry as XYZ:
```
129
Properties=species:S:1:pos:R:3:mulliken_charge:R:1
F 0.6364 -3.2558 -2.4245 -0.17
Si 1.5814 -2.2482 -3.3861 0.24
C 2.1457 -0.6606 -2.4494 0.48
C 2.9408 -0.9190 -1.2620 -0.17
C 3.4248 0.2731 -0.5266 -0.42
C 3.0054 1.5242 -1.1622 -0.37
C 2.1711 1.6248 -2.3467 -0.52
N 1.7362 0.5105 -2.9939 -0.52
H 0.8280 -1.8863 -4.6036 -0.12
H 2.8143 -2.9680 -3.7159 -0.13
H 3.2113 -1.9407 -0.9089 0.40
H 4.0325 0.2188 0.3967 0.46
H 3.3513 2.4806 -0.6981 0.39
H 1.8889 2.6137 -2.7776 0.41
C -1.4989 -4.9584 -0.6363 0.38
Cl -2.8385 -3.8370 -0.9171 -0.15
Cl -1.4781 -5.4910 1.0486 -0.14
Cl -1.6156 -6.3424 -1.7254 -0.09
H -0.5686 -4.4367 -0.8423 0.01
C -6.6222 -4.8076 -1.3499 0.45
Cl -6.6005 -6.5617 -1.5255 -0.12
Cl -6.8863 -4.0301 -2.9191 -0.12
Cl -7.8606 -4.3106 -0.1926 -0.13
H -5.6564 -4.4927 -0.9693 -0.08
C -2.7892 -10.3912 -2.0436 0.10
Cl -3.8805 -11.7611 -2.2759 -0.13
Cl -1.2848 -10.9165 -1.2805 -0.12
Cl -2.4589 -9.5903 -3.5839 -0.12
H -3.2736 -9.6770 -1.3857 0.26
C -12.0969 -2.2133 7.5699 -0.05
Cl -12.9810 -1.3512 6.3025 -0.07
Cl -13.0276 -2.2313 9.0731 -0.10
Cl -11.7201 -3.8599 7.0531 -0.09
H -11.1631 -1.6898 7.7524 0.32
C 1.1762 5.5610 2.7787 -0.17
Cl 1.4204 4.1378 3.7987 -0.12
Cl 2.6343 5.9016 1.8147 0.02
Cl -0.3072 5.3705 1.8275 -0.07
H 1.0325 6.4226 3.4229 0.35
C 5.7159 -4.0637 -2.8535 -0.31
Cl 4.1545 -4.6764 -2.3381 -0.05
Cl 5.8661 -4.1809 -4.6108 -0.13
Cl 5.8954 -2.3838 -2.3324 0.00
H 6.5001 -4.6607 -2.4052 0.47
C -15.8561 -3.9755 7.0876 0.85
Cl -16.7388 -3.1143 5.8227 -0.13
Cl -16.7868 -3.9934 8.5923 -0.16
Cl -15.4786 -5.6233 6.5717 -0.10
H -14.9227 -3.4523 7.2700 -0.48
C -3.4670 6.3382 -1.0738 -0.10
Cl -4.6196 6.5186 0.2669 -0.03
Cl -2.2956 7.6601 -1.0015 -0.12
Cl -2.6018 4.7898 -1.0984 -0.07
H -4.0175 6.4197 -2.0052 0.33
C -8.3157 6.7831 1.7780 0.03
Cl -6.7567 6.7914 2.6210 -0.12
Cl -8.1800 7.6054 0.2208 -0.11
Cl -8.9364 5.1391 1.5931 -0.11
H -9.0319 7.3235 2.3879 0.30
C 8.9191 -0.2495 -1.6397 -0.31
Cl 9.1374 -1.9945 -1.5214 0.08
Cl 8.2457 0.1434 -3.2254 -0.02
Cl 7.8580 0.3450 -0.3553 -0.10
H 9.8867 0.2292 -1.5300 0.40
C -1.7780 -0.5978 0.8227 0.26
Cl -1.6500 -0.3987 2.5753 -0.13
Cl -2.7551 0.6963 0.1195 -0.11
Cl -0.1735 -0.6382 0.0823 0.01
H -2.2697 -1.5439 0.6227 -0.03
C 12.3828 -4.6437 -1.9956 0.01
Cl 10.7453 -5.0425 -1.4649 -0.06
Cl 13.1449 -3.5188 -0.8659 -0.13
Cl 13.3554 -6.1086 -2.1664 -0.13
H 12.3190 -4.1616 -2.9656 0.29
C 6.1920 8.1505 1.0228 0.07
Cl 4.7439 9.1646 0.9556 -0.12
Cl 6.8380 8.0766 2.6569 -0.07
Cl 5.8422 6.5249 0.4363 -0.10
H 6.9474 8.5915 0.3799 0.21
C 8.1502 2.6400 -6.8158 -0.01
Cl 9.3610 3.3395 -7.8948 -0.11
Cl 8.4771 0.9230 -6.5789 -0.11
Cl 8.1260 3.5131 -5.2774 -0.08
H 7.1756 2.7431 -7.2812 0.33
C -16.5989 -7.7526 9.4011 0.67
Cl -18.0877 -8.6490 9.0832 -0.12
Cl -16.2001 -7.8013 11.1212 -0.13
Cl -15.2661 -8.3985 8.4363 -0.14
H -16.7553 -6.7170 9.1154 -0.28
C 12.7370 0.2643 -6.8209 -0.04
Cl 11.7504 0.3224 -5.3548 -0.07
Cl 12.7439 1.8332 -7.6330 -0.03
Cl 14.3861 -0.2465 -6.4379 -0.14
H 12.3027 -0.4663 -7.4952 0.28
C 13.1789 4.0027 -10.9916 -0.04
Cl 11.7025 3.4909 -10.1643 -0.07
Cl 13.8056 5.4929 -10.2793 -0.12
Cl 14.3987 2.7258 -10.9341 -0.11
H 12.9372 4.1968 -12.0312 0.34
C 4.7346 7.3322 6.2043 -0.07
Cl 6.4505 7.1268 5.8895 -0.11
Cl 4.3042 9.0461 6.1863 -0.13
Cl 3.7612 6.4375 5.0262 -0.02
H 4.5212 6.9371 7.1918 0.34
C 7.3963 7.6612 -3.3328 0.67
Cl 8.4630 7.7260 -1.9297 -0.16
Cl 7.7869 8.9486 -4.4729 -0.12
Cl 7.5479 6.0954 -4.1372 -0.09
H 6.3753 7.8051 -2.9996 -0.36
C 3.5921 9.5198 -3.1876 0.09
Cl 5.0832 10.4369 -2.9228 -0.10
Cl 2.6077 10.2846 -4.4382 -0.13
Cl 3.9481 7.8426 -3.6212 -0.11
H 3.0258 9.5175 -2.2619 0.27
C -16.0935 -11.8362 6.6648 0.47
Cl -15.9107 -12.8984 8.0665 -0.12
Cl -14.9888 -12.3184 5.3719 -0.13
Cl -17.7647 -11.8480 6.0902 -0.12
H -15.8433 -10.8226 6.9681 -0.08
C -12.3308 3.4611 2.8257 0.18
Cl -12.5990 1.9974 3.7804 -0.09
Cl -13.6189 3.6858 1.6374 -0.12
Cl -12.2324 4.8330 3.9227 -0.12
H -11.3894 3.3698 2.2942 0.14
C 7.6414 -4.8723 1.2920 -0.15
Cl 9.0570 -3.9310 1.7709 -0.08
Cl 6.7606 -4.0548 -0.0061 -0.02
Cl 8.1161 -6.4998 0.7909 -0.12
H 6.9826 -4.9579 2.1498 0.37
```

## Properties
- ΔE to the lowest compared entry with this formula, charge and spin (eV) = 0.473
- E (Ha) = -33281.5732

# 6
C17H14N4S6Sc | ωB97M-V with the def2-TZVPD basis set

Geometry as XYZ:
```
42
Properties=species:S:1:pos:R:3:nbo_charge:R:1
Sc -0.1591 1.4750 -0.6423 1.50
N -2.8652 -0.6385 -3.4709 -0.74
C -1.9810 -0.1530 -2.6016 0.33
S -1.9090 1.5807 -2.4429 -0.30
N -1.2333 -1.0215 -1.9471 -0.42
N -0.2989 -0.5536 -1.1206 -0.37
C 0.4997 -1.3794 -0.4834 0.23
C 0.4253 -2.8388 -0.6105 -0.07
C -0.7943 -3.5100 -0.5168 -0.16
C -0.8316 -4.8884 -0.6192 -0.21
C 0.3325 -5.6079 -0.8410 -0.17
C 1.5424 -4.9430 -0.9630 -0.21
C 1.5927 -3.5681 -0.8462 -0.20
C 1.5097 -0.7474 0.3696 0.19
C 2.2768 -1.4794 1.2836 -0.21
C 3.2159 -0.8294 2.0635 -0.10
C 3.3591 0.5475 1.9365 -0.23
C 2.5397 1.2183 1.0457 0.09
N 1.6441 0.6029 0.2661 -0.58
H -3.4658 -0.0085 -3.9731 0.42
H -2.9540 -1.6335 -3.5989 0.42
H -1.6979 -2.9508 -0.3365 0.23
H -1.7777 -5.3991 -0.5288 0.23
H 0.2951 -6.6845 -0.9119 0.23
H 2.4514 -5.4924 -1.1554 0.23
H 2.5292 -3.0444 -0.9693 0.22
H 2.1114 -2.5392 1.3884 0.26
H 3.8210 -1.3786 2.7680 0.25
H 4.0726 1.0898 2.5333 0.25
H 2.6124 2.2983 0.9397 0.21
C 0.8724 4.8008 1.2492 -0.71
S -0.0307 4.1905 -0.2273 0.27
C -1.6579 4.1226 0.4775 -0.47
C -2.1894 3.0647 1.1461 -0.35
S -1.4450 1.5460 1.4763 -0.21
S -3.7740 3.3601 1.8465 0.50
C -3.9371 5.0324 1.3435 -0.58
S -5.2270 5.9595 1.7254 0.05
S -2.5909 5.6070 0.3995 0.47
H 1.9094 4.9509 0.9671 0.24
H 0.7790 4.0867 2.0656 0.24
H 0.4282 5.7557 1.5155 0.25
```

## Properties
- E (Ha) = -4024.9947
- total charge = +1

Short version: max |F| = 1.3, 0.4, 4.7, 5.1, 4.0, 2.0 eV Å⁻¹, in the order given.
Short version: gap between HOMO and LUMO = 11.04, 6.09, 8.22, 7.85, 9.72, 5.91 eV, in the order given.
Short version: HOMO level = -10.20, -20.53, -7.47, -8.71, -9.64, -10.43 eV, in the order given.